No. 1
DFT (ωB97M-V/def2-TZVPD) results for C16H22N2O in the gas phase.

Energy ... -21976.6507 eV
SMILES ... CCN1CCN(C(=O)/C=C/c2ccc(C)cc2)CC1

Last column: Mulliken charge in e.
CARTESIAN COORDINATES (ANGSTROEM)
C 5.4567 1.8134 -1.8711  -1.389
C 4.9324 0.5723 -1.1534  -0.201
N 3.6772 0.1306 -1.7379  0.115
C 2.5124 0.8774 -1.3139  -0.914
C 2.0082 0.4874 0.0923  -0.597
N 1.7750 -0.9358 0.1529  0.043
C 0.5663 -1.5637 0.2041  0.516
O 0.4636 -2.7557 -0.0502  -0.692
C -0.5943 -0.7655 0.6464  -0.741
C -1.8330 -1.1950 0.3794  -0.211
C -3.0848 -0.5781 0.7707  1.028
C -3.1602 0.6277 1.4714  -0.667
C -4.3807 1.1686 1.8205  -0.641
C -5.5707 0.5319 1.4863  0.909
C -6.8936 1.1090 1.8847  -1.417
C -5.5015 -0.6687 0.7878  -0.569
C -4.2841 -1.2126 0.4349  -0.699
C 2.9452 -1.7031 -0.2267  -0.729
C 3.4096 -1.2901 -1.6303  -1.004
H 6.4527 2.0567 -1.5098  0.421
H 5.5039 1.6256 -2.9399  0.327
H 4.8123 2.6717 -1.7008  0.318
H 5.6579 -0.2344 -1.2814  0.404
H 4.8550 0.7822 -0.0749  0.189
H 2.7378 1.9440 -1.3365  0.290
H 1.7130 0.6780 -2.0351  0.398
H 1.0978 1.0441 0.3033  0.527
H 2.7629 0.7503 0.8446  0.125
H -0.4145 0.1190 1.2365  0.558
H -1.9183 -2.1100 -0.1948  0.345
H -2.2563 1.1507 1.7447  0.312
H -4.4139 2.1038 2.3620  0.335
H -7.6416 0.9293 1.1155  0.364
H -6.8156 2.1793 2.0602  0.371
H -7.2416 0.6390 2.8055  0.277
H -6.4154 -1.1791 0.5181  0.370
H -4.2510 -2.1465 -0.1078  0.354
H 2.6714 -2.7585 -0.2075  0.470
H 3.7399 -1.5164 0.5047  0.296
H 4.3045 -1.8482 -1.9098  0.447
H 2.6157 -1.5305 -2.3447  0.364

Forces on the atoms, in the same order (eV/Å):
-0.03 -0.22 0.19
0.06 0.23 -0.15
0.06 -0.06 -0.18
-0.13 0.07 0.23
0.05 0.40 -0.23
0.16 -0.06 0.02
0.15 -0.25 0.01
-0.14 -0.11 -0.10
-0.56 -0.03 0.02
0.74 -0.06 -0.09
-0.53 0.25 0.16
0.04 -0.15 -0.07
-0.01 0.00 0.00
0.03 -0.08 -0.08
-0.01 -0.04 0.06
-0.08 0.13 0.07
0.27 0.05 0.04
0.13 -0.35 -0.28
-0.07 -0.16 0.27
0.11 0.12 0.04
0.02 -0.01 -0.11
-0.04 0.13 0.00
-0.04 -0.01 0.09
0.07 -0.10 -0.01
-0.06 0.04 -0.03
-0.05 0.09 0.06
0.06 -0.02 0.04
-0.11 0.04 -0.02
-0.06 0.13 0.03
0.06 -0.09 -0.02
0.10 0.05 0.02
-0.01 0.09 0.04
-0.08 0.03 -0.01
-0.05 0.06 0.01
-0.08 0.03 0.05
-0.09 -0.05 -0.04
0.02 -0.09 -0.06
0.11 0.12 0.05
-0.02 -0.02 -0.01
-0.02 -0.01 -0.03
0.02 -0.10 0.03


No. 2
DFT (ωB97M-V/def2-TZVPD) results for a gas-phase ion, C16H22N2O (charge +2) at a distorted geometry.

Energy ... -21951.5957 eV
Charge ... +2

Last column: Mulliken charge in e.
CARTESIAN COORDINATES (ANGSTROEM)
C -2.4908 3.1808 -2.5055  -1.204
C -3.0322 1.6468 -2.3389  0.174
C -2.7193 0.9370 -3.7683  -1.253
C -2.2835 0.9348 -1.0920  0.800
C -0.9916 0.1459 -1.6360  -0.749
C -3.2522 0.0759 -0.1456  -0.710
O -2.9084 0.1666 1.3008  -0.385
N -1.6267 -0.1855 1.5000  0.431
C -0.6956 0.8438 1.8812  -0.243
C 0.8118 0.5457 2.0908  -0.424
C 1.2880 -0.9133 1.8681  0.621
C 2.8347 -1.2480 2.0268  0.072
C 3.5236 -1.8055 3.2988  -0.336
C 5.0562 -2.0972 3.1890  -0.269
N 5.8202 -1.8694 1.9702  -0.058
C 5.2344 -1.3186 0.7769  -0.310
C 3.7278 -0.9870 0.7506  -0.324
C 0.2257 -1.9887 1.4979  -0.390
C -1.2767 -1.5859 1.3114  -0.242
H -2.1185 3.6308 -1.5242  0.341
H -1.6685 3.2762 -3.2911  0.289
H -3.3868 3.7885 -2.8688  0.331
H -4.1702 1.6845 -2.2405  0.434
H -2.7768 -0.2033 -3.7328  0.275
H -3.3836 1.3682 -4.6115  0.345
H -1.6382 1.2022 -4.0878  0.302
H -1.8753 1.8014 -0.4376  -0.097
H -0.3560 0.7668 -2.3756  0.354
H -1.2467 -0.8837 -2.0657  0.305
H -0.2876 -0.0325 -0.7310  -0.128
H -3.3905 -1.0159 -0.4604  0.202
H -4.3015 0.5585 -0.2152  0.390
H -1.0580 1.9132 2.0378  0.415
H 1.4945 1.4271 2.3787  0.397
H 2.9259 -1.9869 4.2537  0.403
H 5.6495 -2.5173 4.0699  0.388
H 6.8335 -2.0952 1.9293  0.307
H 5.8255 -1.1382 -0.1895  0.374
H 3.2316 -0.5478 -0.1922  0.383
H 0.4968 -3.0979 1.3494  0.397
H -2.0443 -2.3769 1.0291  0.392

Forces on the atoms, in the same order (eV/Å):
-0.83 -0.22 0.03
0.62 0.53 -1.21
0.55 0.34 -0.09
0.63 0.37 -0.24
0.68 -0.05 1.16
-1.27 0.76 -1.93
-0.27 0.11 -0.76
3.74 -1.60 0.53
2.46 -2.14 -0.03
-2.81 -2.73 -1.14
-2.67 0.96 0.19
3.06 -0.55 -0.77
2.10 0.73 -3.72
-2.03 0.90 -1.55
-3.60 0.94 -0.07
-3.55 0.10 1.43
1.34 -1.32 3.01
-1.40 3.01 0.33
4.39 1.54 1.10
-0.59 -0.60 -1.28
-1.07 -0.28 1.13
1.39 -0.60 0.49
1.58 -0.14 0.29
-0.24 1.58 -0.14
0.87 -0.83 1.59
-1.76 -0.49 0.55
-0.80 -1.34 -0.92
-1.36 -1.04 1.12
0.32 1.58 0.41
-0.98 0.13 -1.46
0.49 1.40 0.56
1.77 -0.81 0.50
0.09 -1.89 -0.38
-1.17 -1.73 -0.51
1.22 0.20 -1.47
-0.96 0.69 -1.47
-0.95 0.14 0.33
-0.56 -0.48 1.96
1.08 -0.85 1.68
-0.42 2.07 0.28
0.89 1.60 0.48


No. 3
DFT (ωB97M-V/def2-TZVPD) results for C16H22N2O3 in the gas phase at a distorted geometry.

Energy ... -26069.9776 eV
SMILES ... C/C(=C/C=C\C=C\Cc1cnco1)[C@@H](O)C(C)(C)C(N)=O

Last column: Mulliken charge in e.
CARTESIAN COORDINATES (ANGSTROEM)
C -1.2533 -0.8144 2.5613  -1.549
C -0.1258 -0.9969 1.6086  0.509
C 0.1488 0.0480 0.7667  -0.123
C 1.2681 0.1481 -0.1496  -0.082
C 1.5245 1.3178 -0.8742  -0.903
C 0.7414 2.5367 -0.7832  0.020
C 1.1189 3.6837 -1.4563  -0.502
C 0.3135 4.9281 -1.4371  -0.854
C -0.3997 5.1860 -2.7381  0.602
C -1.7181 5.0304 -3.0617  -0.266
N -1.9032 5.3491 -4.3857  -0.519
C -0.7247 5.6784 -4.7780  -0.116
O 0.2605 5.5764 -3.8200  -0.364
C 0.7509 -2.2568 1.6675  -0.074
O 1.0391 -2.5325 3.0270  -0.627
C 0.1519 -3.5149 0.9570  2.083
C 1.1441 -4.6968 0.9967  -1.858
C -0.0724 -3.1962 -0.5431  -1.808
C -1.1900 -3.9084 1.6209  -0.338
N -1.3217 -4.2589 2.9551  -0.362
O -2.2513 -3.8828 1.0108  -0.644
H -1.5491 0.2523 2.6109  0.479
H -2.1175 -1.3606 2.1844  0.209
H -0.9765 -1.1231 3.5914  0.275
H -0.5090 0.9101 0.8444  0.077
H 1.9103 -0.6660 -0.3519  0.273
H 2.3876 1.2774 -1.5547  0.299
H -0.1803 2.5579 -0.2315  0.297
H 2.0137 3.7022 -2.0633  0.415
H -0.4239 4.8648 -0.6218  0.355
H 0.9615 5.7751 -1.1424  0.335
H -2.4856 4.7119 -2.3849  0.383
H -0.4932 6.0339 -5.8025  0.362
H 1.7107 -2.0407 1.1946  0.617
H 1.2965 -1.7021 3.4532  0.430
H 0.6721 -5.6448 0.6533  0.396
H 1.9824 -4.5075 0.3319  0.451
H 1.4724 -4.8812 2.0293  0.368
H 0.8553 -2.8982 -0.9999  0.409
H -0.4258 -4.0726 -1.0921  0.475
H -0.8558 -2.4114 -0.6537  0.311
H -0.5008 -3.9917 3.5073  0.281
H -2.2463 -4.2099 3.3532  0.279

Forces on the atoms, in the same order (eV/Å):
-0.33 0.28 0.61
0.94 1.30 -1.35
0.21 -1.44 1.04
-0.45 3.25 -1.60
-0.21 -2.44 1.31
1.44 2.03 -1.92
-0.70 -2.34 1.19
-0.15 0.74 0.37
-1.38 -0.69 1.69
0.97 -0.04 0.84
0.38 0.20 0.04
0.21 0.26 -1.28
-0.11 0.66 -1.70
-0.39 0.58 -0.33
0.07 -0.36 0.63
0.10 -0.35 -0.08
-0.57 -0.61 0.76
-1.43 0.38 0.67
-2.42 0.03 0.46
2.84 0.48 -0.33
0.61 0.16 -0.95
0.21 -0.56 -0.07
-0.18 -0.26 0.42
-0.42 -0.06 -0.63
0.15 -0.14 -0.01
0.49 -0.82 0.03
-0.44 0.30 0.31
-0.17 -0.01 0.24
0.15 -0.20 -0.03
-0.03 -0.01 -0.45
-0.23 -0.14 -0.41
-0.32 -0.04 -0.08
0.28 -0.36 1.12
-0.09 -0.04 -0.36
-0.02 -0.29 -0.15
0.10 0.72 0.12
0.22 0.12 0.14
0.21 0.06 -0.36
0.41 0.35 -0.10
-0.02 -0.01 0.29
0.71 -0.48 -0.07
-0.78 -0.26 0.18
0.12 0.03 -0.20


No. 4
DFT (ωB97M-V/def2-TZVPD) results for C16H22N2O5S in the gas phase.

Energy ... -41002.0897 eV
SMILES ... CCOC(=O)c1c(C)[nH]c(C)c1S(=O)(=O)N[C@@H](C)Cc1ccco1

Last column: Mulliken charge in e.
CARTESIAN COORDINATES (ANGSTROEM)
C -3.9271 -2.1193 0.1901  -1.000
C -3.4683 -1.8764 -1.2412  -0.331
O -2.6706 -0.6967 -1.3399  -0.361
C -1.3752 -0.8192 -1.0197  0.575
O -0.8853 -1.8719 -0.6681  -0.773
C -0.6668 0.4498 -1.1118  0.721
C -1.2306 1.7143 -1.0584  -0.868
C -2.6460 2.1457 -0.9438  -1.422
N -0.2135 2.6090 -1.1100  0.211
C 0.9946 1.9735 -1.2087  -0.157
C 2.2617 2.7414 -1.2800  -1.722
C 0.7484 0.6261 -1.1971  0.898
S 1.9408 -0.6659 -1.5087  1.531
O 3.2466 -0.0601 -1.5315  -0.745
O 1.4964 -1.3391 -2.6908  -0.792
N 1.8758 -1.7538 -0.2741  -0.113
C 2.5318 -1.5139 0.9960  -0.096
C 4.0321 -1.7493 0.8309  -1.704
C 2.2735 -0.1044 1.5518  -0.587
C 0.8328 0.1699 1.8225  0.324
C -0.2176 -0.6426 2.1327  -0.100
C -1.3406 0.2037 2.3109  -0.554
C -0.8913 1.4672 2.1008  -0.747
O 0.4224 1.4592 1.8058  -0.390
H -4.5658 -2.9972 0.2247  0.413
H -3.0640 -2.2855 0.8296  0.216
H -4.4832 -1.2606 0.5596  0.271
H -4.3184 -1.6990 -1.9033  0.350
H -2.8860 -2.7305 -1.6010  0.329
H -2.7028 3.2005 -0.6829  0.431
H -3.1577 1.5599 -0.1844  0.298
H -3.1674 1.9870 -1.8868  0.310
H -0.3261 3.6105 -1.0790  0.236
H 2.4486 3.2567 -0.3369  0.317
H 2.2140 3.4859 -2.0739  0.495
H 3.0788 2.0550 -1.4813  0.285
H 0.9266 -2.1060 -0.2329  0.420
H 2.1318 -2.2517 1.7008  0.536
H 4.2024 -2.7563 0.4614  0.381
H 4.4311 -1.0463 0.1067  0.331
H 4.5440 -1.6274 1.7824  0.444
H 2.6511 0.6288 0.8371  -0.053
H 2.8423 0.0114 2.4806  0.650
H -0.2068 -1.7092 2.2176  0.452
H -2.3374 -0.0942 2.5650  0.550
H -1.3791 2.4208 2.1394  0.540

Forces on the atoms, in the same order (eV/Å):
0.20 0.18 -0.31
-0.19 -0.52 0.18
0.00 0.25 -0.07
-0.03 -0.01 0.16
-0.21 -0.08 -0.18
-0.21 0.41 -0.04
-0.13 -0.65 -0.02
-0.03 -0.01 -0.06
0.10 -0.03 -0.05
0.49 -0.17 0.00
0.04 0.03 -0.03
0.44 -0.25 -0.21
-0.16 0.08 -0.33
-0.12 -0.07 0.32
-0.27 -0.09 0.23
-0.15 0.36 -0.90
0.58 0.46 0.34
-0.17 -0.05 0.21
-0.14 -0.03 0.21
-0.09 -0.78 0.18
0.59 0.28 -0.10
0.00 0.53 0.01
-0.63 -0.38 0.23
0.32 0.24 -0.02
-0.09 -0.10 0.03
0.03 -0.04 0.08
-0.08 0.05 0.06
0.14 -0.03 0.04
-0.14 0.15 -0.03
-0.05 0.09 0.03
-0.05 0.03 0.05
-0.08 0.03 -0.01
0.01 -0.13 0.00
0.05 0.05 0.06
0.05 0.07 -0.06
0.02 0.18 0.01
-0.19 -0.08 -0.01
-0.04 0.06 -0.17
0.05 -0.10 -0.02
0.11 0.02 0.04
0.09 0.01 0.11
0.08 0.06 0.09
0.05 0.05 -0.09
0.08 -0.26 -0.02
-0.25 0.01 0.05
0.00 0.19 -0.03


What did the third record say?
DFT (ωB97M-V/def2-TZVPD) results for C16H22N2O3 in the gas phase at a distorted geometry.

Energy ... -26069.9776 eV
SMILES ... C/C(=C/C=C\C=C\Cc1cnco1)[C@@H](O)C(C)(C)C(N)=O

Last column: Mulliken charge in e.
CARTESIAN COORDINATES (ANGSTROEM)
C -1.2533 -0.8144 2.5613  -1.549
C -0.1258 -0.9969 1.6086  0.509
C 0.1488 0.0480 0.7667  -0.123
C 1.2681 0.1481 -0.1496  -0.082
C 1.5245 1.3178 -0.8742  -0.903
C 0.7414 2.5367 -0.7832  0.020
C 1.1189 3.6837 -1.4563  -0.502
C 0.3135 4.9281 -1.4371  -0.854
C -0.3997 5.1860 -2.7381  0.602
C -1.7181 5.0304 -3.0617  -0.266
N -1.9032 5.3491 -4.3857  -0.519
C -0.7247 5.6784 -4.7780  -0.116
O 0.2605 5.5764 -3.8200  -0.364
C 0.7509 -2.2568 1.6675  -0.074
O 1.0391 -2.5325 3.0270  -0.627
C 0.1519 -3.5149 0.9570  2.083
C 1.1441 -4.6968 0.9967  -1.858
C -0.0724 -3.1962 -0.5431  -1.808
C -1.1900 -3.9084 1.6209  -0.338
N -1.3217 -4.2589 2.9551  -0.362
O -2.2513 -3.8828 1.0108  -0.644
H -1.5491 0.2523 2.6109  0.479
H -2.1175 -1.3606 2.1844  0.209
H -0.9765 -1.1231 3.5914  0.275
H -0.5090 0.9101 0.8444  0.077
H 1.9103 -0.6660 -0.3519  0.273
H 2.3876 1.2774 -1.5547  0.299
H -0.1803 2.5579 -0.2315  0.297
H 2.0137 3.7022 -2.0633  0.415
H -0.4239 4.8648 -0.6218  0.355
H 0.9615 5.7751 -1.1424  0.335
H -2.4856 4.7119 -2.3849  0.383
H -0.4932 6.0339 -5.8025  0.362
H 1.7107 -2.0407 1.1946  0.617
H 1.2965 -1.7021 3.4532  0.430
H 0.6721 -5.6448 0.6533  0.396
H 1.9824 -4.5075 0.3319  0.451
H 1.4724 -4.8812 2.0293  0.368
H 0.8553 -2.8982 -0.9999  0.409
H -0.4258 -4.0726 -1.0921  0.475
H -0.8558 -2.4114 -0.6537  0.311
H -0.5008 -3.9917 3.5073  0.281
H -2.2463 -4.2099 3.3532  0.279

Forces on the atoms, in the same order (eV/Å):
-0.33 0.28 0.61
0.94 1.30 -1.35
0.21 -1.44 1.04
-0.45 3.25 -1.60
-0.21 -2.44 1.31
1.44 2.03 -1.92
-0.70 -2.34 1.19
-0.15 0.74 0.37
-1.38 -0.69 1.69
0.97 -0.04 0.84
0.38 0.20 0.04
0.21 0.26 -1.28
-0.11 0.66 -1.70
-0.39 0.58 -0.33
0.07 -0.36 0.63
0.10 -0.35 -0.08
-0.57 -0.61 0.76
-1.43 0.38 0.67
-2.42 0.03 0.46
2.84 0.48 -0.33
0.61 0.16 -0.95
0.21 -0.56 -0.07
-0.18 -0.26 0.42
-0.42 -0.06 -0.63
0.15 -0.14 -0.01
0.49 -0.82 0.03
-0.44 0.30 0.31
-0.17 -0.01 0.24
0.15 -0.20 -0.03
-0.03 -0.01 -0.45
-0.23 -0.14 -0.41
-0.32 -0.04 -0.08
0.28 -0.36 1.12
-0.09 -0.04 -0.36
-0.02 -0.29 -0.15
0.10 0.72 0.12
0.22 0.12 0.14
0.21 0.06 -0.36
0.41 0.35 -0.10
-0.02 -0.01 0.29
0.71 -0.48 -0.07
-0.78 -0.26 0.18
0.12 0.03 -0.20